1.
Computed, not measured: a 2-piece molecular cluster, C7H12F5INO2 overall, with ωB97M-V/def2-TZVPD.

The geometry in ORCA input format:
```
! wB97M-V def2-TZVPD RIJCOSX def2/J DEFGRID3
* xyz 1 1
C -0.19563 0.08344 2.22684
N 1.31111 0.15534 2.14837
I 1.99306 -1.56374 1.12067
C 1.96289 0.20672 3.50422
F 2.67184 -1.01620 3.66661
F 1.04039 0.35150 4.56233
C 3.04836 1.36664 3.68178
F 3.72360 1.71388 2.51586
F 2.35014 2.49213 4.18360
F 3.91681 0.99242 4.72890
H -0.61325 1.10266 2.55183
H -0.61166 -0.22003 1.19540
H -0.58493 -0.70533 2.95374
H 1.56404 0.94231 1.52981
O -1.78456 -1.39589 -0.29096
C -1.84261 -0.95038 -1.42035
O -1.27042 -1.61309 -2.43176
C -1.44433 -1.28145 -3.82065
C -0.46424 -0.20891 -4.25060
C -2.47695 0.38669 -1.68487
H -2.48113 -1.01278 -4.03199
H -1.24250 -2.19690 -4.37953
H -0.62330 0.72378 -3.70414
H -0.56279 -0.00358 -5.31850
H 0.56177 -0.52503 -4.04553
H -1.74665 1.17367 -1.49196
H -3.32442 0.50887 -1.00710
H -2.87465 0.49330 -2.69201
*
```

The LUMO energy is -5.9763 eV. For the frontier orbital gap, the calculation gives 7.39 eV. The HOMO energy is -0.4914 Eh.

2.
Computed, not measured: a 6-piece molecular cluster, C33H40N2O26S8 overall, with ωB97M-V/def2-TZVPD.

The geometry in ORCA input format:
```
! wB97M-V def2-TZVPD RIJCOSX def2/J DEFGRID3
* xyz 0 1
C 0.82637 -0.19220 8.11285
C -0.56192 -0.87316 7.55345
C -1.96686 -0.80303 8.44942
C -3.38701 -1.48365 7.90674
C -3.49365 -2.21916 6.44533
C -2.09044 -2.24765 5.53983
C -0.66512 -1.61867 6.07621
C 0.62719 -1.74808 5.02274
C 0.34448 -0.65005 3.83712
C 0.01506 0.90598 4.35386
C -0.27516 2.14976 3.27583
C -0.27892 1.80532 1.66772
C 0.05276 0.26531 1.20464
C 0.37087 -0.99644 2.20083
N 0.72033 -2.40936 1.79760
N 2.10337 -2.48500 1.75353
C 2.58319 -3.39552 2.69735
O 3.07227 -4.15793 3.69024
C 0.05758 -2.84973 0.51484
C -0.33733 -1.91380 -0.76964
C -1.04197 -2.49369 -2.13897
C -1.40701 -4.09126 -2.30729
C -0.97814 -5.07156 -1.02743
O -1.29145 -6.52227 -1.22951
C -0.26977 -4.48316 0.36404
S 0.13919 -5.76715 1.67649
S 0.05941 -0.04903 -0.67895
H 1.21002 0.71804 7.46767
H 0.59917 0.26418 9.19167
H 1.63547 -1.03788 8.22373
H -1.99874 -0.25914 9.50427
H -4.36793 -1.44301 8.58379
H -4.44911 -2.70102 5.97114
H -2.13683 -2.73657 4.47627
H 0.66900 -2.86379 4.66375
H 1.58361 -1.41810 5.64466
H 0.00874 1.21620 5.50078
H -0.48330 3.25021 3.68188
H -0.50138 2.68671 0.89481
H -1.30772 -1.77864 -3.02713
H -1.91045 -4.57996 -3.25929
H -1.32993 -6.67064 -2.23972
H 0.91043 -6.75125 0.97928
C -6.20751 -2.04805 2.65146
C -5.82219 -0.63750 2.21373
O -4.39819 -0.64450 2.14342
S -3.89668 -2.13322 1.70454
O -3.65405 -2.12558 0.27899
O -2.92036 -2.58860 2.66674
O -5.29954 -2.91774 1.97735
H -6.06720 -2.17836 3.72936
H -7.23926 -2.29492 2.38720
H -6.16995 0.12556 2.91414
H -6.20859 -0.41600 1.21325
C 3.12824 2.44509 -3.60305
C 1.73808 2.19382 -3.02509
O 0.87857 3.09977 -3.71304
S 1.44264 3.31853 -5.22776
O 0.70900 2.44190 -6.11344
O 1.58304 4.73680 -5.46268
O 2.92523 2.68155 -4.99519
H 3.57989 3.34223 -3.16750
H 3.79720 1.59321 -3.45456
H 1.69760 2.36715 -1.94709
H 1.39900 1.17548 -3.24268
C -1.91225 6.87081 -4.41330
C -2.76607 5.91072 -3.58932
O -1.84397 4.97985 -3.02719
S -0.42551 5.73772 -2.75513
O -0.38633 6.13675 -1.36576
O 0.62769 4.97613 -3.38535
O -0.71815 7.06396 -3.65699
H -1.63779 6.42724 -5.37583
H -2.41424 7.82690 -4.58413
H -3.51445 5.39421 -4.19506
H -3.26294 6.43341 -2.76516
C -1.60565 -9.72055 -1.60248
C -0.13963 -10.14055 -1.66680
O -0.16090 -11.51070 -2.06050
S -1.44527 -11.76242 -3.03388
O -0.99099 -11.70068 -4.40536
O -2.20820 -12.86975 -2.50649
O -2.23909 -10.37851 -2.69840
H -2.07558 -10.07020 -0.67757
H -1.72877 -8.63738 -1.68527
H 0.36984 -10.02285 -0.70745
H 0.39850 -9.57651 -2.43597
C 1.23913 7.84637 1.25188
C 1.98704 6.51765 1.32167
O 2.69456 6.55220 2.55901
S 1.82797 7.41164 3.64105
O 1.07672 6.48353 4.45674
O 2.67948 8.43743 4.19702
O 0.79990 8.10697 2.58393
H 1.90692 8.65905 0.94831
H 0.38539 7.80422 0.57025
H 2.67806 6.38424 0.48593
H 1.28948 5.67407 1.35501
C 6.47557 2.47302 -8.29142
C 6.03381 3.93218 -8.36497
O 5.03994 4.07269 -7.35241
S 5.39532 3.06745 -6.11806
O 6.08914 3.82779 -5.10237
O 4.23195 2.25830 -5.83829
O 6.49029 2.14876 -6.90224
H 5.75255 1.81689 -8.78668
H 7.46531 2.31876 -8.72948
H 5.62662 4.19525 -9.34413
H 6.86126 4.60716 -8.12192
*
```

The LUMO energy is -0.6515 eV. For the frontier orbital gap, the calculation gives 7.15 eV. The HOMO energy is -0.2867 Eh.

3.
Computed, not measured: a 2-piece molecular cluster, C4H9O2P overall, with ωB97M-V/def2-TZVPD.

The geometry in ORCA input format:
```
! wB97M-V def2-TZVPD RIJCOSX def2/J DEFGRID3
* xyz 0 1
C 0.52345 1.74285 1.09876
C 0.36182 0.79418 0.21853
O -0.72378 0.58540 -0.57463
C 1.59613 0.00111 -0.28438
C 1.09391 -1.47674 -0.71757
H -0.49024 2.30652 1.26651
H 1.18956 1.83352 1.90966
H -0.49648 -0.27473 -0.95275
H 2.26931 -0.11262 0.44616
H 2.02802 0.53196 -1.10826
H 0.54814 -1.71832 0.20040
H 2.06832 -2.00515 -0.74675
H 0.52862 -1.36420 -1.61647
O -3.62376 0.81475 0.72286
P -2.88836 -0.34283 0.34808
H -3.98465 -1.31571 -0.21014
*
```

Its SMILES is C=C(O)CC.O=P. The relative energy (zero: lowest compared OMol25 entry of this formula, charge and spin) comes out at 4.6556 eV. The LUMO energy is -0.4167 eV. For the frontier orbital gap, the calculation gives 8.34 eV. The HOMO energy is -0.3219 Eh.

4.
Computed, not measured: one molecule with the formula C2H7N3S, with ωB97M-V/def2-TZVPD.

The geometry in ORCA input format:
```
! wB97M-V def2-TZVPD RIJCOSX def2/J DEFGRID3
* xyz 0 1
H -2.01613 -1.61473 0.29592
N -1.06515 -1.84955 0.00385
C -0.31890 -0.81792 0.11173
C -0.71852 0.54012 0.62571
N -0.56845 1.65512 -0.29869
N 0.98941 -0.96418 -0.37557
S 2.32749 -0.15192 0.28039
H -1.76465 0.49478 0.92229
H -0.12693 0.76017 1.55613
H -0.97729 1.41774 -1.20352
H 0.42335 1.85621 -0.45718
H 1.18293 -1.92770 -0.67860
H 2.63282 0.60185 -0.78246
*
```

Its SMILES is [H]/N=C(\CN)NS. The relative energy (zero: lowest compared OMol25 entry of this formula, charge and spin) comes out at 0.4089 eV. The LUMO energy is 0.7126 eV. For the frontier orbital gap, the calculation gives 10.11 eV. The HOMO energy is -0.3455 Eh.

Question: Look up the frontier orbital gap of the second one.
Answer: 7.15 eV

Question: Which of these has the lowest HOMO?
Answer: C7H12F5INO2

Question: Which formula does entry 1 have?
Answer: C7H12F5INO2